No. 1
An isolated ion of composition C7H12N3 and charge +1. Source: OMol25; level of theory: ωB97M-V with the def2-TZVPD basis set.

Summary:
HOMO level in eV: -11.46
Strongest force on any atom in eV/Å: 3.6
Charge: +1
Total energy in Ha: -437.85008
Gap between HOMO and LUMO in eV: 7.7
SMILES: C/C=N/C(=[NH2+])CC=C=CN
Relative energy (zero: lowest compared OMol25 entry of this formula, charge and spin) in kcal/mol: 93.0

```
22
Properties=species:S:1:pos:R:3:lowdin_charge:R:1
C 1.422 1.408 0.302 -0.1279
C 2.184 0.377 0.331 -0.0372
C -0.906 1.315 -0.032 -0.3230
C 0.379 1.520 -0.737 -0.1102
C 2.775 -0.781 0.289 -0.2366
C -1.513 -1.019 0.579 -0.0315
C -2.567 -1.992 0.049 0.0037
N -1.389 0.166 0.189 0.1871
N -1.396 2.347 0.642 0.2414
N 3.891 -1.197 -0.392 0.0232
H 1.398 2.075 1.221 0.1388
H 0.634 0.852 -1.509 0.1195
H 0.292 2.437 -1.341 0.1395
H 2.259 -1.537 0.844 0.1126
H -0.668 -1.284 1.189 0.1376
H -2.809 -1.726 -0.925 0.0673
H -3.424 -1.886 0.646 0.0717
H -2.273 -3.052 0.274 0.1148
H -1.164 3.244 0.458 0.0921
H -2.336 2.253 0.941 0.1318
H 4.317 -2.100 0.044 0.1385
H 4.638 -0.494 -0.748 0.1467
```

***

No. 2
A 13-piece molecular cluster, C28H78F3O14 overall. Source: OMol25; level of theory: ωB97M-V with the def2-TZVPD basis set.

Summary:
HOMO level in eV: -4.91
Strongest force on any atom in eV/Å: 4.4
Charge: -1
Total energy in Ha: -2466.37001
Gap between HOMO and LUMO in eV: 7.0
Relative energy (zero: lowest compared OMol25 entry of this formula, charge and spin) in kcal/mol: 114.9

```
123
Properties=species:S:1:pos:R:3:lowdin_charge:R:1
C 9.180 -7.851 -15.460 -0.3647
O 7.775 -7.907 -15.055 -0.1417
O 9.270 -6.625 -16.167 -0.2207
C 9.960 -8.179 -14.151 -0.6488
F 9.686 -7.400 -13.110 0.1528
F 9.791 -9.399 -13.705 0.1502
F 11.223 -8.126 -14.419 0.1695
C 7.060 -9.135 -15.155 -0.2474
C 5.772 -9.097 -14.308 -0.0528
H 5.986 -8.988 -13.245 0.0537
H 5.064 -8.379 -14.722 0.0597
H 5.177 -10.008 -14.380 0.0364
H 7.522 -10.051 -14.786 0.0988
H 6.897 -9.363 -16.208 0.1047
H 9.367 -8.624 -16.205 0.1204
C 7.201 -9.692 -10.629 -0.0854
C 8.607 -9.246 -10.732 -0.3553
O 9.049 -9.234 -9.428 -0.0754
H 6.607 -8.889 -10.192 0.0820
H 6.956 -10.577 -10.043 0.0757
H 6.957 -9.951 -11.659 0.0573
H 8.634 -8.250 -11.174 0.0994
H 9.305 -9.897 -11.259 0.1135
H 9.736 -9.898 -9.336 0.0839
C 14.106 -8.208 -16.661 -0.0919
C 14.601 -6.819 -17.138 -0.2715
O 15.367 -6.156 -16.090 -0.0893
H 14.211 -8.959 -17.443 0.0651
H 13.081 -8.256 -16.293 0.0493
H 14.719 -8.625 -15.862 0.0647
H 13.701 -6.259 -17.393 0.0970
H 15.204 -6.934 -18.039 0.1003
H 16.272 -6.436 -16.247 0.0661
C 1.932 -10.634 -14.696 -0.0645
C 1.146 -11.382 -13.559 -0.2862
O 1.149 -12.826 -13.604 -0.0923
H 1.738 -11.137 -15.643 0.0620
H 2.971 -10.844 -14.440 0.0428
H 1.744 -9.560 -14.686 0.0630
H 0.144 -11.044 -13.823 0.0948
H 1.407 -11.008 -12.569 0.1061
H 0.770 -13.156 -14.421 0.0724
C 8.734 -11.818 -17.325 -0.0672
C 9.186 -12.470 -18.656 -0.2957
O 10.552 -12.778 -18.673 -0.0908
H 8.970 -12.544 -16.547 0.0693
H 7.661 -11.624 -17.326 0.0578
H 9.193 -10.867 -17.054 0.0641
H 8.998 -11.710 -19.415 0.1053
H 8.625 -13.380 -18.869 0.1086
H 10.888 -13.150 -19.492 0.0947
C 5.161 -6.208 -16.989 -0.0803
C 4.262 -5.151 -16.377 -0.3358
O 3.077 -5.225 -17.088 -0.0612
H 4.680 -7.180 -16.883 0.0432
H 6.151 -6.350 -16.555 0.0699
H 5.250 -6.099 -18.070 0.0808
H 4.782 -4.209 -16.552 0.0911
H 4.222 -5.310 -15.299 0.1067
H 2.484 -4.651 -16.599 0.0811
C 6.439 -14.109 -13.384 -0.0728
C 5.371 -13.223 -14.095 -0.3075
O 6.080 -12.382 -15.002 -0.0985
H 7.378 -13.574 -13.245 0.0729
H 6.710 -14.860 -14.127 0.0664
H 5.946 -14.379 -12.450 0.0706
H 5.061 -12.539 -13.306 0.0965
H 4.509 -13.758 -14.493 0.1122
H 5.328 -11.981 -15.444 0.0485
C 7.084 -2.607 -17.137 -0.1070
C 7.718 -3.699 -17.978 -0.2952
O 9.044 -3.810 -17.399 -0.0894
H 7.715 -1.727 -17.012 0.0731
H 6.800 -3.134 -16.227 0.0628
H 6.149 -2.321 -17.619 0.0595
H 7.845 -3.310 -18.988 0.0957
H 7.062 -4.568 -18.018 0.0882
H 9.235 -4.734 -17.220 0.0294
C 4.516 -10.148 -18.214 -0.0624
C 3.274 -10.397 -19.017 -0.3272
O 2.122 -10.135 -18.240 -0.1015
H 5.419 -10.558 -18.667 0.0798
H 4.313 -10.655 -17.270 0.0599
H 4.519 -9.124 -17.839 0.0619
H 3.010 -11.420 -19.287 0.1118
H 3.134 -9.774 -19.900 0.1101
H 1.950 -9.192 -18.289 0.0821
C 12.766 -11.160 -14.506 -0.0796
C 12.361 -11.407 -16.004 -0.2494
O 11.260 -12.352 -15.960 -0.1208
H 13.314 -10.253 -14.252 0.0563
H 13.260 -11.987 -13.996 0.0588
H 11.878 -11.071 -13.880 0.0545
H 13.153 -11.881 -16.585 0.1065
H 11.984 -10.459 -16.385 0.0867
H 11.211 -12.703 -16.853 0.0229
C 11.243 -7.527 -18.837 -0.1130
C 10.175 -7.194 -19.812 -0.2631
O 8.884 -6.996 -19.081 -0.1186
H 11.162 -8.470 -18.297 0.0721
H 11.350 -6.737 -18.094 0.0726
H 12.255 -7.460 -19.236 0.0649
H 10.042 -7.945 -20.591 0.0911
H 10.286 -6.267 -20.375 0.1038
H 8.940 -7.240 -18.154 0.0145
C 6.436 -4.934 -11.477 -0.0659
C 6.518 -5.989 -12.652 -0.2851
O 6.935 -5.338 -13.853 -0.0857
H 7.453 -4.623 -11.241 0.0652
H 5.899 -5.208 -10.569 0.0503
H 5.839 -4.039 -11.653 0.0595
H 5.530 -6.425 -12.801 0.0670
H 7.149 -6.877 -12.594 0.0837
H 7.241 -5.996 -14.481 0.0359
C 2.626 -7.346 -11.697 -0.0715
C 1.994 -6.922 -13.019 -0.3489
O 0.789 -7.565 -13.089 -0.0833
H 3.629 -6.937 -11.573 0.0528
H 2.678 -8.433 -11.755 0.0738
H 2.112 -6.972 -10.811 0.0722
H 2.603 -7.307 -13.837 0.1022
H 1.887 -5.841 -13.117 0.1108
H 0.133 -7.274 -12.450 0.0914
```

***

No. 3
A 2-piece molecular cluster, C6H12N2O overall. Source: OMol25; level of theory: ωB97M-V with the def2-TZVPD basis set.

Summary:
HOMO level in eV: -8.86
Strongest force on any atom in eV/Å: 1.4
Total energy in Ha: -420.56464
Gap between HOMO and LUMO in eV: 9.6
SMILES: Cc1c[nH]cn1.CCO
Relative energy (zero: lowest compared OMol25 entry of this formula, charge and spin) in kcal/mol: 12.1

```
21
Properties=species:S:1:pos:R:3:lowdin_charge:R:1
C -0.127 2.704 1.282 -0.3197
C -0.453 2.311 -0.134 -0.0968
O -0.497 1.673 2.198 -0.0969
H 0.961 2.849 1.356 0.1090
H -0.555 3.611 1.653 0.0992
H -1.475 1.915 -0.208 0.0723
H 0.001 0.880 1.943 0.0584
H 0.178 1.478 -0.431 0.0423
H -0.415 3.123 -0.862 0.0713
C -1.357 -1.526 0.526 -0.0379
C 1.902 -1.164 -0.893 -0.2084
C -0.082 -1.635 -0.246 -0.3590
C 0.176 -2.436 -1.312 -0.0710
N 1.013 -0.834 0.006 0.0876
N 1.449 -2.119 -1.729 0.0497
H 2.842 -0.644 -1.014 0.1198
H 1.961 -2.558 -2.472 0.1453
H -0.459 -3.177 -1.768 0.1149
H -1.916 -0.653 0.179 0.0720
H -1.176 -1.398 1.591 0.0763
H -1.971 -2.399 0.333 0.0716
```

***

What did the first record say?
An isolated ion of composition C7H12N3 and charge +1. Source: OMol25; level of theory: ωB97M-V with the def2-TZVPD basis set.

Summary:
HOMO level in eV: -11.46
Strongest force on any atom in eV/Å: 3.6
Charge: +1
Total energy in Ha: -437.85008
Gap between HOMO and LUMO in eV: 7.7
SMILES: C/C=N/C(=[NH2+])CC=C=CN
Relative energy (zero: lowest compared OMol25 entry of this formula, charge and spin) in kcal/mol: 93.0

```
22
Properties=species:S:1:pos:R:3:lowdin_charge:R:1
C 1.422 1.408 0.302 -0.1279
C 2.184 0.377 0.331 -0.0372
C -0.906 1.315 -0.032 -0.3230
C 0.379 1.520 -0.737 -0.1102
C 2.775 -0.781 0.289 -0.2366
C -1.513 -1.019 0.579 -0.0315
C -2.567 -1.992 0.049 0.0037
N -1.389 0.166 0.189 0.1871
N -1.396 2.347 0.642 0.2414
N 3.891 -1.197 -0.392 0.0232
H 1.398 2.075 1.221 0.1388
H 0.634 0.852 -1.509 0.1195
H 0.292 2.437 -1.341 0.1395
H 2.259 -1.537 0.844 0.1126
H -0.668 -1.284 1.189 0.1376
H -2.809 -1.726 -0.925 0.0673
H -3.424 -1.886 0.646 0.0717
H -2.273 -3.052 0.274 0.1148
H -1.164 3.244 0.458 0.0921
H -2.336 2.253 0.941 0.1318
H 4.317 -2.100 0.044 0.1385
H 4.638 -0.494 -0.748 0.1467
```

***

- The lowest HOMO level belongs to which entry?
  C7H12N3